1.
C8H16N3 | ωB97M-V/def2-TZVPD

```
! RIJCOSX wB97M-V def2-TZVPD def2/J DEFGRID3
* xyz 1 1
N 0.3955 1.2779 -0.6056
C 2.0003 0.9956 1.1909
N 0.9230 1.9065 -1.5330
C -1.9192 1.6272 -0.0689
C -0.0626 -0.2072 1.2682
H -1.4035 2.2046 0.6566
H 2.9139 1.1751 0.7280
C 1.7138 -0.9144 -0.1855
H 0.2415 -2.6860 -0.1719
H -2.3101 2.0517 -0.9637
C -1.3617 -0.3356 1.1793
H -2.6473 -0.0408 -1.8401
H 0.4448 -0.8910 2.0011
H -3.6913 -0.2011 -0.4168
C -2.6901 -0.4488 -0.7591
H -2.0440 -0.8330 1.8447
H 2.2009 0.4165 2.0285
H 2.4661 -0.6646 -0.9715
H 1.6029 1.9385 1.6318
C 0.9300 0.3769 0.2837
C 0.8296 -1.9856 -0.7918
H 1.8702 1.7517 -1.7718
N -1.9275 0.3400 0.1157
H 0.1765 -1.6174 -1.5920
H 1.5078 -2.5906 -1.3604
H -2.3277 -1.4469 -0.5894
H 2.1682 -1.1995 0.6928
*
```

HOMO energy, eV: -12.7473
Maximum force, eV/Å: 4.8
Molecular weight, g/mol: 154.237
SMILES: [H]/N=N\[C@@](C)(/C=C\[N+](=C)C)CC


2.
C8H16N3 | ωB97M-V/def2-TZVPD

```
! RIJCOSX wB97M-V def2-TZVPD def2/J DEFGRID3
* xyz 1 1
H -2.7122 1.9294 0.2097
C -2.0914 1.0899 0.4746
H -3.3330 -0.5782 0.7533
H 0.8829 -1.6498 1.0535
H 0.0978 0.5996 1.5499
C 1.4229 0.1789 -0.1505
H -1.7759 -2.2466 -0.4472
C -0.6417 -0.8221 -1.3819
N -1.4457 -1.2357 -0.1338
N 0.6280 -0.2108 -1.3028
H -0.6854 1.1096 -2.3340
H 2.8365 0.3205 -1.5250
C 0.4435 1.0404 0.6863
C 2.6805 0.8207 -0.6522
C 1.6891 -1.1377 0.6442
H -0.9798 -1.3486 0.7449
H 2.3696 -0.8749 1.4962
H 0.7418 2.0977 0.9597
H 3.4683 0.6537 0.0788
H 2.2155 -1.6555 -0.0723
C -2.6050 -0.3209 -0.0718
H -3.1667 -0.2648 -0.9998
H 2.7031 2.0054 -0.7809
H -1.9142 1.1035 1.5180
N -0.7586 1.3541 -0.1485
H -1.0014 -1.4516 -2.1202
C -0.4714 0.7170 -1.3450
*
```

HOMO energy, eV: -12.6378
Maximum force, eV/Å: 4.4
Molecular weight, g/mol: 154.237
SMILES: CC1(C)CN2CC[NH2+][C@H]3[C@@H]2N31


3.
C8H16N3O2P | ωB97M-V/def2-TZVPD

```
! RIJCOSX wB97M-V def2-TZVPD def2/J DEFGRID3
* xyz 0 1
H -2.4907 -2.2729 2.2957
O -0.5859 -2.5845 3.2563
H -0.7673 -2.3192 -0.0941
H -1.5608 1.6251 -0.4741
H -1.5166 0.4869 -1.9217
C 1.6405 1.6123 2.6139
N -0.2302 0.4257 -0.2042
N -1.2264 -0.7519 2.0817
O 1.6688 -0.7688 3.9875
C -0.0461 -2.1031 -0.9765
H 0.5518 -2.9691 -1.0960
H -3.3642 -0.7393 2.1134
C -0.3205 -1.4882 2.8211
N 0.8788 0.4605 2.2968
C -0.9293 1.1217 -1.2103
C 0.8454 -0.5551 3.1537
C -0.0652 2.1296 -2.0384
H 1.7568 2.3443 1.7614
H 2.6999 1.5512 2.9557
H 1.2637 2.1879 3.4461
H -0.8297 2.7678 -2.3379
H 1.3291 -0.6407 -1.4935
H 0.4442 1.7159 -2.8477
C 0.8460 -0.9507 -0.6316
P -0.6345 0.7666 1.4371
C -2.5117 -1.3486 1.7629
H 0.7026 2.5236 -1.3384
H -2.5858 -1.4602 0.6517
H -0.6769 -1.8517 -1.8545
H 1.5770 -1.0991 0.2352
*
```

HOMO energy, eV: -9.1660
Maximum force, eV/Å: 5.7
Molecular weight, g/mol: 217.209
SMILES: CCN(CC)p1n(C)c(=O)c(=O)n1C


4.
C8H16N3OP | ωB97M-V/def2-TZVPD

```
! RIJCOSX wB97M-V def2-TZVPD def2/J DEFGRID3
* xyz 0 1
C 0.4513 -0.4334 2.0178
N -0.0477 0.3983 -1.3468
C -2.3399 1.5066 -1.1307
H -0.1994 -0.1152 -3.4569
H -1.9648 1.8541 -0.1879
C 1.8635 -0.4103 1.5635
O 0.6754 -2.3824 -2.9699
H 3.3912 0.8456 0.6534
H -3.0761 -1.0510 -2.2736
C 2.3681 0.5300 0.4401
H 1.5055 1.0265 0.0552
N 1.3100 -1.3124 -0.7538
H -2.3225 2.3470 -1.8874
C 2.8952 -0.6797 2.6248
H 2.8955 -1.7425 3.0769
P 1.7995 -2.1910 -2.0211
C -1.4694 0.3509 -1.7332
H -0.1320 0.1760 1.3723
H -0.1315 1.6315 -3.0566
H -1.4101 -1.5630 -2.4903
N 2.1280 -0.9391 0.2105
C -0.3459 0.6060 -2.6881
H -2.2349 -1.3588 -0.8051
H -0.0894 -1.4956 2.0047
H 2.9716 -0.0781 3.4853
C -2.1242 -1.0373 -1.7757
H 3.9630 -0.5080 2.2090
H 0.3823 0.0488 3.0775
H -3.2396 1.0252 -1.0649
*
```

HOMO energy (alpha / beta), eV: -8.3825 / -8.8089
Maximum force, eV/Å: 4.4
Molecular weight, g/mol: 201.210


5.
C8H16N4 | ωB97M-V/def2-TZVPD

```
! RIJCOSX wB97M-V def2-TZVPD def2/J DEFGRID3
* xyz 2 1
C -2.7463 1.5705 0.8235
N 1.7773 0.1466 0.2299
C 3.7491 1.0694 -0.9502
H -2.8898 -0.5429 1.4302
H 3.7576 -0.8714 0.0308
H -2.8265 2.0177 1.8766
H -3.5533 -1.9928 -1.2658
H -2.8759 -2.2892 0.1691
H 0.8611 -2.8600 1.0590
C 1.0883 -0.9083 0.4381
N 1.4493 -2.1210 0.8123
C -2.5279 0.0952 0.6547
H -2.6239 0.0167 -1.6266
C -1.1038 -0.0489 0.1384
H 1.1660 0.9524 -0.1631
N -2.6243 -1.9408 -0.7990
H 3.9234 0.4698 -1.9294
H 4.8004 1.4568 -0.8152
H 3.6066 0.4479 1.1826
H -1.2589 3.2804 0.1696
C -1.4181 2.1891 0.2317
H 2.9723 1.8130 -1.2057
C 3.2236 0.1236 0.1821
C -2.3470 -0.4360 -0.7330
H 2.4553 -2.3977 1.0003
H -1.9049 -2.4302 -1.3048
H -3.5949 1.9690 0.3654
N -0.5349 1.2209 -0.0018
*
```

HOMO energy, eV: -17.0955
Maximum force, eV/Å: 3.8
Molecular weight, g/mol: 168.244


6.
C8H16N4O2 | ωB97M-V/def2-TZVPD

```
! RIJCOSX wB97M-V def2-TZVPD def2/J DEFGRID3
* xyz 0 1
H 2.0898 -0.0457 0.6208
H 0.5030 -2.2660 3.5965
H 0.8160 -0.0131 2.7139
C 0.0425 0.0596 -1.5436
H 0.2691 -2.0174 0.3553
C 1.2648 -2.2554 2.8298
H 1.0253 -3.0461 2.0684
H -1.2034 1.1362 1.0375
C 1.1232 -0.8671 2.0306
H 0.3183 3.1755 -0.9600
H -0.8118 -1.1000 1.3063
C -1.7515 2.7958 -1.0731
H 1.9476 -0.1706 -2.3047
H 0.5791 1.9308 1.0561
N 1.0287 -0.5231 -2.3573
N 0.2477 0.1284 -0.0100
H 2.3652 -2.5263 3.0067
C 0.1247 -1.0321 0.8711
O 2.3467 -0.3919 1.4859
N -1.2496 -0.5797 -1.7946
N -1.6649 -2.8935 -1.0847
O -0.0670 1.4103 -1.9538
H -1.8264 3.7439 -0.3467
H -2.5436 2.0592 -0.7949
H -2.0224 3.0091 -2.1752
C -0.3959 2.2177 -0.8847
H -1.8379 -0.1092 -2.4384
C -0.2309 1.4547 0.3800
C -1.5941 -1.7883 -1.4054
H 1.1077 -1.4956 -2.2320
*
```

HOMO energy, eV: -9.0649
Maximum force, eV/Å: 4.6
Molecular weight, g/mol: 200.242
SMILES: C[C@@H](O)CN1C[C@H](C)O[C@]1(N)NC#N


Copy entry 3 word for word.
C8H16N3O2P | ωB97M-V/def2-TZVPD

```
! RIJCOSX wB97M-V def2-TZVPD def2/J DEFGRID3
* xyz 0 1
H -2.4907 -2.2729 2.2957
O -0.5859 -2.5845 3.2563
H -0.7673 -2.3192 -0.0941
H -1.5608 1.6251 -0.4741
H -1.5166 0.4869 -1.9217
C 1.6405 1.6123 2.6139
N -0.2302 0.4257 -0.2042
N -1.2264 -0.7519 2.0817
O 1.6688 -0.7688 3.9875
C -0.0461 -2.1031 -0.9765
H 0.5518 -2.9691 -1.0960
H -3.3642 -0.7393 2.1134
C -0.3205 -1.4882 2.8211
N 0.8788 0.4605 2.2968
C -0.9293 1.1217 -1.2103
C 0.8454 -0.5551 3.1537
C -0.0652 2.1296 -2.0384
H 1.7568 2.3443 1.7614
H 2.6999 1.5512 2.9557
H 1.2637 2.1879 3.4461
H -0.8297 2.7678 -2.3379
H 1.3291 -0.6407 -1.4935
H 0.4442 1.7159 -2.8477
C 0.8460 -0.9507 -0.6316
P -0.6345 0.7666 1.4371
C -2.5117 -1.3486 1.7629
H 0.7026 2.5236 -1.3384
H -2.5858 -1.4602 0.6517
H -0.6769 -1.8517 -1.8545
H 1.5770 -1.0991 0.2352
*
```

HOMO energy, eV: -9.1660
Maximum force, eV/Å: 5.7
Molecular weight, g/mol: 217.209
SMILES: CCN(CC)p1n(C)c(=O)c(=O)n1C